1.
{
  "formula": "C26H23F9N5S3Ti",
  "method": "the ωB97M-V functional and the def2-TZVPD basis",
  "s2": 0.75,
  "de_lowest_ev": 0.0000,
  "lumo_energy_ev": [-1.14, -1.19],
  "multiplicity": 2,
  "symbols": ["F", "C", "H", "H", "C", "C", "C", "H", "H", "C", "C", "N", "C", "C", "C", "H", "C", "S", "C", "H", "H", "C", "F", "C", "C", "C", "H", "C", "N", "C", "C", "H", "F", "H", "H", "C", "C", "C", "F", "N", "S", "N", "Ti", "H", "H", "S", "F", "F", "H", "F", "C", "H", "C", "C", "H", "H", "N", "C", "F", "C", "H", "H", "H", "H", "H", "F", "H"],
  "positions_angstrom": [[-3.674424, -2.473563, 0.344667], [-1.693959, -2.377981, 2.954508], [2.082480, -2.960589, -0.679838], [3.525169, 3.447247, -1.317537], [-0.422199, 3.410023, -0.189887], [-4.025603, -1.248515, 0.755208], [0.402517, -1.333310, -5.186144], [-2.010250, 4.347048, 2.134343], [4.495707, -0.688240, 1.426016], [3.078838, 2.802890, -0.559141], [0.225074, -1.856934, -2.865990], [0.022648, 1.957045, -1.809044], [-0.664125, -4.411903, 2.366576], [0.401228, 0.008286, -4.842738], [0.317722, 0.358993, -3.504227], [4.228183, 0.509639, 2.681305], [-3.917126, 1.107207, 0.625835], [-0.765689, 5.071564, 0.208514], [0.080934, -3.775887, 1.388196], [-1.413376, 6.021330, 2.242944], [3.856351, -1.101696, -0.615999], [-4.926867, -1.167853, 1.799275], [-5.407058, -2.277980, 2.365647], [3.122601, 1.369795, -1.054282], [-0.033746, -2.400300, 1.159618], [0.303441, -2.283342, -4.181377], [3.649515, 2.935800, 0.359840], [0.208234, 1.744785, -3.060624], [0.253216, -0.567942, -2.529997], [-4.810815, 1.211171, 1.679390], [2.028236, -2.072997, -0.041547], [2.534691, -2.343622, 0.893491], [-5.193346, 2.413727, 2.117256], [0.230508, 2.571485, -3.763225], [-0.303631, 4.662654, 2.545060], [4.139906, 0.326059, 1.609963], [2.682863, 0.522713, 1.207653], [-0.963625, -1.750101, 1.974970], [-6.175735, 0.162870, 3.288672], [2.377467, 0.380614, -0.237432], [-0.320769, 2.204267, 1.018962], [-0.211121, 3.252800, -1.470020], [-0.069607, 0.150734, -0.460999], [2.053355, -0.191476, 1.739516], [2.062812, 3.144543, -0.384253], [-2.325795, -0.297796, -1.173039], [-3.507010, 2.254070, 0.078968], [-0.510078, -5.734277, 2.518342], [2.714619, 1.310331, -2.065063], [-1.096477, -0.412019, 1.780622], [-1.157965, 5.000159, 1.964840], [4.811514, 1.020002, 1.102553], [-3.479593, -0.120565, 0.147791], [-1.562098, -3.736572, 3.167174], [0.461679, -1.631926, -6.224039], [-2.144910, -4.247176, 3.918657], [0.665899, -1.643762, 0.243208], [2.777478, -0.947928, -0.734472], [0.896524, -4.532228, 0.625856], [-5.315694, 0.070569, 2.273920], [2.580423, -0.959577, -1.805779], [4.170806, 1.050931, -1.127154], [0.126745, -2.552714, -2.043002], [0.446807, 0.783400, -5.595658], [2.342307, 1.510936, 1.508276], [-2.531068, -1.655227, 3.710541], [0.275259, -3.339692, -4.405671]],
  "forces_ev_per_angstrom": [[0.0, 0.0, 0.0], [0.0, 0.0, 0.0], [0.0, 0.0, 0.0], [0.0, 0.0, 0.0], [0.0, 0.0, 0.1], [0.0, 0.0, 0.0], [0.0, 0.0, 0.1], [0.0, 0.0, 0.0], [0.0, 0.0, 0.0], [0.0, 0.0, 0.0], [0.0, 0.0, 0.0], [0.0, -0.2, -0.3], [0.0, 0.0, 0.0], [0.1, 0.0, -0.1], [0.0, 0.0, 0.1], [0.0, 0.0, 0.0], [-0.1, 0.1, 0.1], [0.0, 0.1, 0.0], [0.0, 0.0, 0.0], [0.0, 0.0, 0.0], [0.0, 0.0, 0.0], [0.0, 0.0, 0.0], [0.0, 0.0, 0.0], [0.0, 0.0, 0.0], [0.0, 0.0, -0.1], [0.0, 0.0, 0.0], [0.0, 0.0, 0.0], [0.1, -0.1, 0.1], [-0.1, 0.1, -0.1], [0.0, 0.0, 0.0], [0.0, 0.1, 0.0], [0.0, 0.0, 0.0], [0.0, 0.0, 0.0], [-0.1, 0.0, 0.0], [0.0, 0.0, 0.0], [0.0, 0.0, 0.0], [0.0, 0.0, 0.0], [0.0, 0.0, 0.0], [0.0, 0.0, 0.0], [0.1, 0.0, 0.0], [-0.2, -0.1, 0.0], [0.0, 0.0, 0.0], [0.3, 0.1, 0.3], [0.0, 0.0, 0.0], [0.0, 0.0, 0.0], [0.0, 0.0, 0.0], [0.1, -0.1, -0.1], [0.0, 0.0, 0.0], [0.0, 0.0, 0.0], [0.1, -0.1, 0.1], [0.0, 0.0, -0.1], [0.0, 0.0, 0.0], [0.1, -0.1, 0.0], [0.0, 0.0, 0.0], [0.0, 0.0, 0.0], [0.0, 0.0, 0.0], [-0.3, 0.1, -0.2], [0.0, 0.0, 0.0], [0.0, 0.0, 0.0], [0.0, 0.0, 0.0], [0.0, 0.0, 0.0], [0.0, 0.0, 0.0], [0.0, 0.0, 0.0], [0.0, 0.0, 0.0], [0.0, 0.0, 0.0], [0.0, 0.0, 0.0], [0.0, 0.0, 0.0]]
}

***

2.
{
  "formula": "C26H23N2O5RuSi2",
  "method": "the ωB97M-V functional and the def2-TZVPD basis",
  "s2": 6.03,
  "de_lowest_ev": 0.0000,
  "lumo_energy_ev": [2.21, 0.88],
  "multiplicity": 5,
  "total_charge": -1,
  "symbols": ["Si", "C", "C", "C", "O", "C", "C", "H", "H", "C", "H", "H", "H", "C", "H", "H", "C", "C", "C", "N", "C", "H", "O", "C", "N", "C", "H", "C", "C", "H", "O", "H", "C", "H", "H", "C", "C", "C", "H", "Ru", "O", "C", "C", "H", "Si", "H", "H", "H", "C", "H", "H", "H", "H", "C", "C", "C", "O", "H", "C"],
  "positions_angstrom": [[1.189084, -1.387459, -1.014971], [0.904837, 2.785607, 1.262800], [-2.023612, -0.644357, 2.288084], [-2.287463, 0.702238, -4.522398], [-2.399740, 3.549258, 4.880853], [2.588755, -2.309930, -0.152442], [-0.758554, 3.339943, 3.153898], [0.247941, -2.461790, 3.131200], [-0.424386, -3.247168, -0.876763], [4.642377, -3.643162, 1.209230], [3.227050, -3.466703, -1.859009], [0.572319, -3.383003, -2.341868], [3.567856, 0.044731, 3.455962], [3.852045, -2.716108, 1.870943], [5.029604, -4.631864, -0.659436], [4.038900, -2.515312, 2.922281], [-0.954627, 0.497054, -1.210514], [4.413181, -3.908783, -0.137665], [3.395896, -3.248117, -0.807891], [-0.696052, 1.240620, 2.009086], [2.836773, 0.529519, 2.799647], [-5.395240, 2.888540, -3.865949], [-2.882895, -1.304574, 2.809533], [-1.692427, 0.763350, 2.729628], [-5.822841, 2.461125, -7.294479], [-3.680537, 1.934120, -2.998924], [2.516135, -1.158552, -3.083876], [0.891265, -1.655154, 3.486030], [-3.126988, 1.042341, -5.567657], [5.435547, -4.159252, 1.737237], [1.236289, 1.722606, 0.408356], [-0.770498, -2.214582, -2.270528], [-5.126265, 2.182600, -6.424008], [2.670052, 0.288774, -2.061861], [3.368485, 1.077608, 2.020299], [-2.550786, 1.143147, -3.222707], [-4.247962, 1.829730, -5.330795], [-1.781901, 2.828772, 3.898486], [-1.987202, 4.422615, 4.918842], [0.088432, 0.178495, 0.495418], [-1.242531, -1.091814, 1.292315], [-1.676238, 0.791143, -2.142943], [-2.293932, 1.496860, 3.711289], [-1.414752, 0.088235, -4.698082], [1.736447, -0.783665, 2.070352], [-2.920121, 0.700226, -6.573226], [1.207212, 0.050810, -3.027007], [1.664639, -2.078698, 4.135458], [-0.168254, 2.509700, 2.155292], [0.281370, -0.967360, 4.078034], [-0.386530, 4.348872, 3.288072], [2.261466, 1.249673, 3.386528], [-3.114834, 1.103021, 4.289283], [2.822817, -2.040274, 1.199524], [0.031117, -2.683935, -1.695304], [1.970713, -0.461994, -2.438015], [1.546659, 3.821926, 1.221156], [-3.885881, 2.275756, -1.994026], [-4.522214, 2.274592, -4.042772]],
  "forces_ev_per_angstrom": [[0.0, -0.1, -0.1], [0.3, 0.2, 0.1], [0.3, -0.2, -0.1], [0.0, 0.0, -0.1], [0.1, 0.2, 0.0], [0.1, -0.1, 0.1], [0.1, 0.0, -0.1], [0.0, 0.0, 0.0], [0.0, 0.0, -0.1], [0.0, 0.0, 0.0], [0.0, 0.0, 0.0], [0.0, 0.0, 0.0], [0.0, 0.0, 0.0], [0.0, 0.0, -0.1], [0.0, 0.0, 0.0], [0.0, 0.0, 0.0], [-0.1, -0.2, -0.7], [0.0, 0.0, 0.0], [0.0, 0.0, 0.0], [0.0, 0.8, 0.8], [0.1, 0.2, 0.0], [0.0, 0.0, 0.0], [-0.2, -0.2, 0.0], [0.3, -0.1, -0.5], [-0.1, 0.0, -0.1], [-0.1, 0.1, 0.0], [0.0, 0.1, 0.0], [-0.2, -0.1, 0.1], [0.2, -0.1, 0.0], [0.0, 0.0, 0.0], [-0.7, -0.2, 0.1], [0.0, 0.0, 0.0], [0.2, -0.1, 0.3], [0.0, 0.0, -0.1], [0.0, 0.0, 0.0], [0.2, 0.0, 0.2], [-0.2, 0.1, -0.3], [-0.2, -0.2, 0.1], [-0.1, -0.2, 0.0], [0.3, 0.3, 0.3], [-0.2, 0.5, 0.0], [-0.2, 0.0, -0.2], [-0.1, 0.4, 0.3], [0.0, 0.0, 0.0], [0.3, -0.3, -0.1], [0.0, 0.0, 0.0], [0.0, 0.0, 0.0], [0.0, 0.0, 0.0], [-0.4, -0.7, 0.0], [0.0, 0.0, 0.0], [0.0, 0.0, 0.0], [0.0, 0.0, 0.0], [0.0, 0.1, 0.0], [0.2, -0.2, 0.0], [-0.2, -0.1, 0.0], [0.1, 0.2, -0.2], [0.1, 0.0, -0.2], [0.0, 0.0, 0.0], [0.0, 0.1, 0.2]]
}

***

3.
{
  "formula": "C26H23N3O2PRhS7Sb",
  "method": "the ωB97M-V functional and the def2-TZVPD basis",
  "s2": 0.77,
  "de_lowest_ev": 0.5966,
  "lumo_energy_ev": [3.95, 2.92],
  "multiplicity": 2,
  "total_charge": -2,
  "symbols": ["O", "H", "H", "H", "H", "S", "C", "C", "P", "C", "C", "H", "C", "H", "H", "N", "H", "C", "S", "C", "C", "H", "C", "C", "O", "C", "C", "C", "C", "Sb", "H", "N", "C", "H", "S", "C", "C", "C", "C", "H", "N", "C", "H", "H", "H", "C", "C", "H", "H", "H", "C", "Rh", "H", "H", "C", "C", "S", "C", "S", "S", "H", "H", "S", "H"],
  "positions_angstrom": [[-2.025502, 1.923493, 2.052358], [-4.873802, -0.479630, 3.147547], [-6.445151, -0.053008, 5.038024], [3.769673, 1.162670, -0.256186], [0.971080, 2.585425, 2.174143], [-4.532461, -5.324352, 2.154044], [2.910167, -0.713130, -0.848280], [-3.614771, 1.169716, 3.630611], [1.755599, -3.170571, -1.549156], [-3.366112, 2.214674, 4.514305], [-5.583070, 0.587791, 4.887849], [2.656365, 2.260066, -3.398721], [-4.718614, 0.349856, 3.826884], [6.102720, 0.350770, -0.404341], [1.887107, -1.168722, -6.058097], [1.520079, -1.678616, 4.070449], [-2.494386, 2.834831, 4.346536], [1.696538, 2.783528, -3.443397], [-1.848369, -0.002965, -1.093424], [0.933696, 2.492466, -2.188393], [5.528555, -1.644659, -0.960933], [2.031873, 3.898765, -0.954252], [-5.336950, 1.634538, 5.769504], [-0.663555, 1.214171, -1.123883], [-2.739934, -0.232559, 1.987253], [3.968670, 0.139966, -0.554421], [1.252311, -1.452784, -5.225167], [0.737843, 3.401497, 1.480635], [4.468290, -2.507180, -1.222619], [-2.477595, -4.680354, 1.318200], [-1.036807, 1.677715, 0.885720], [-0.428867, 1.894071, 0.016688], [-0.376651, -2.182827, -3.087382], [-0.182731, 3.868676, 1.841230], [0.449880, -3.245709, -0.011685], [1.811611, -2.011990, -4.085258], [5.278746, -0.322010, -0.623709], [1.238899, 3.162454, -0.997816], [-4.219483, 2.442404, 5.587453], [1.890169, 3.852834, -3.548339], [0.010785, 1.548569, -2.249449], [1.067444, -1.142405, 3.142705], [-4.012578, 3.248110, 6.284933], [-6.007642, 1.814366, 6.601325], [6.551109, -2.006651, -1.015017], [-0.936024, -1.621818, -4.234199], [0.994557, -2.370631, -3.009157], [1.545433, 4.130593, 1.471234], [2.879424, -2.182058, -4.021776], [-0.563918, -0.810465, -6.187180], [0.523711, 2.824808, 0.119400], [-1.392476, -1.560717, 0.872672], [1.146295, 2.403080, -4.301766], [4.641099, -3.552013, -1.460623], [-2.686331, 0.928228, 2.456952], [-0.126912, -1.257738, -5.298157], [2.477434, -4.929209, -2.065823], [3.158628, -2.045113, -1.173433], [0.496663, -0.260669, 1.837603], [-1.624764, -2.952304, 2.767046], [1.885303, -0.368278, -0.800684], [-2.007337, -1.456198, -4.276235], [-2.910389, -2.951875, -0.307580], [-1.004554, -2.460947, -2.246769]],
  "forces_ev_per_angstrom": [[0.0, -0.6, 0.1], [0.0, 0.0, 0.0], [0.0, 0.0, 0.0], [0.0, 0.0, 0.0], [0.0, 0.1, -0.1], [0.2, -0.3, -0.1], [0.2, 0.0, 0.0], [0.1, 0.1, 0.0], [-0.1, 0.2, -0.4], [-0.1, 0.0, 0.0], [0.0, 0.0, 0.0], [0.0, 0.0, 0.0], [0.0, -0.1, 0.1], [-0.1, 0.0, 0.0], [0.0, 0.0, 0.0], [-0.2, 0.3, -0.5], [0.0, 0.0, 0.0], [0.0, -0.1, 0.0], [0.3, -0.4, 0.0], [-0.2, -0.3, 0.1], [0.0, 0.0, 0.0], [-0.1, 0.0, 0.0], [0.1, 0.0, -0.1], [-0.1, 0.0, -0.4], [0.3, -0.7, -0.3], [-0.2, -0.1, -0.1], [0.0, -0.1, 0.1], [-0.1, 0.0, 0.1], [0.1, 0.0, 0.0], [-0.6, 1.1, 0.3], [-0.1, 0.3, -0.2], [0.2, -0.1, 0.4], [0.0, 0.0, 0.0], [0.1, -0.1, 0.0], [-0.7, 0.3, 0.8], [-0.2, 0.1, 0.0], [0.0, 0.0, 0.0], [0.3, 0.1, 0.0], [0.0, 0.0, 0.0], [0.0, 0.0, 0.0], [-0.1, 0.0, 0.0], [0.4, -0.3, 0.6], [0.0, 0.0, 0.0], [0.0, 0.0, 0.0], [-0.1, 0.0, 0.0], [0.0, 0.0, 0.0], [0.1, 0.0, 0.0], [0.0, 0.0, 0.0], [0.0, 0.0, 0.0], [0.0, 0.0, 0.1], [0.1, 0.2, 0.4], [0.9, 0.7, -0.2], [0.0, 0.0, 0.0], [0.0, 0.1, 0.0], [-0.1, 0.3, -0.3], [0.0, 0.0, 0.0], [-0.1, -0.1, 0.1], [-0.1, 0.1, 0.0], [-0.3, -0.2, -0.1], [0.3, -0.4, -0.7], [0.0, 0.1, 0.1], [0.1, 0.0, 0.0], [-0.2, -0.1, 0.4], [0.0, 0.0, -0.1]]
}